# 1
The following is a DFT calculation (ωB97M-V/def2-TZVPD) of C5H12F2NO9S2Y as an isolated structure.

As for the charge: -2. Its molar mass is 421.2 g mol⁻¹. Its lowest unoccupied orbital energy is 4.81 eV. The largest force on an atom is 9.871 eV Å⁻¹. As for the HOMO energy: -0.86 eV. The calculation puts the total energy at -1964.052117 Eh.

Geometry (Å):
1 O 1.3724 -2.3515 -0.1339
2 F -0.3028 2.3663 -2.0252
3 H -2.6470 0.9421 0.2109
4 H 3.8604 1.7400 -0.4337
5 O 2.2860 0.4885 -0.7603
6 C 2.3901 1.9445 1.3241
7 H 3.1734 1.5979 1.9981
8 H 2.3692 2.5144 -0.8474
9 H -1.4509 1.8921 2.6183
10 O -1.8267 1.1423 0.6676
11 C 0.0307 -2.8240 1.9386
12 C 0.8479 -3.3919 0.6965
13 H -2.8851 1.0976 2.4423
14 H 0.7261 -2.4576 2.6937
15 H -2.7078 2.7520 1.6845
16 O 1.1538 1.4071 1.8804
17 H 0.1716 -4.0503 0.1512
18 O 0.0065 1.2174 -4.0365
19 H 2.4628 3.0268 1.4311
20 H -0.4982 -3.6827 2.3523
21 N -0.8027 -0.0740 -1.6997
22 S -1.3606 -1.0849 -2.6915
23 C 2.7900 1.7220 -0.2284
24 F -1.3809 -2.3592 -1.7119
25 Y 0.1512 -0.0956 0.3050
26 H 1.6207 -4.0561 1.0833
27 O -2.2386 1.7977 -3.0732
28 C -2.2486 1.7836 1.8834
29 O -2.8100 -0.9371 -2.9345
30 O -0.8467 -1.6358 1.8456
31 O -0.4968 -1.6300 -3.7169
32 S -0.9095 1.1986 -2.9139



# 2
The following is a DFT calculation (ωB97M-V/def2-TZVPD) of a 2-piece molecular cluster, C5H12FN2 overall.

As for the charge: +1. Its molar mass is 119.2 g mol⁻¹. Its lowest unoccupied orbital energy is -3.00 eV. The largest force on an atom is 7.040 eV Å⁻¹. As for the HOMO energy: -13.90 eV. The calculation puts the total energy at -406.751662 Eh.

Geometry (Å):
1 C 3.3488 0.0144 0.4130
2 N -1.1583 1.2542 0.5942
3 H 2.2523 -1.3826 -0.5364
4 H 3.1506 0.9330 -0.0834
5 C -3.1766 -0.8681 -1.6464
6 H -0.6894 2.0854 0.2885
7 N -3.1364 -0.0361 -0.7131
8 H 4.1358 -0.4061 0.0057
9 F 0.8130 0.9798 -1.0091
10 C -0.1825 0.2055 0.9047
11 C 2.0022 -0.7515 0.2206
12 H 3.4319 0.1885 1.5384
13 C 0.7663 0.0653 -0.0058
14 H -2.2505 -0.8247 -2.2374
15 H -1.6965 1.2650 1.4232
16 H -1.9290 0.8437 -0.1195
17 H -3.9675 -1.4182 -2.0915
18 H -0.1915 -0.4895 1.6396
19 H -4.0070 0.1531 -0.1768
20 H 1.9774 -1.3092 1.0610



# 3
The following is a DFT calculation (ωB97M-V/def2-TZVPD) of a 2-piece molecular cluster, C5H12FNO4P overall.

As for the charge: +1. Its molar mass is 200.1 g mol⁻¹. Its lowest unoccupied orbital energy is -4.08 eV. The largest force on an atom is 1.131 eV Å⁻¹. As for the HOMO energy: -13.27 eV. The calculation puts the total energy at -994.386873 Eh.

Geometry (Å):
1 P -0.3714 1.0843 -4.0025
2 C 1.1556 -0.6745 4.5947
3 C 0.1551 -1.3890 3.7228
4 H 0.6768 -0.4420 -5.0787
5 H -0.0083 2.2463 -3.3075
6 O 1.6548 0.8183 1.6194
7 F 1.8458 -1.5367 5.3713
8 C 1.3120 0.1201 2.5163
9 O 0.9177 0.4147 -4.6830
10 N -1.5912 0.3116 -1.6071
11 H -0.6731 0.3361 0.2638
12 H -1.2733 1.4856 -5.0130
13 H 0.4206 -0.0389 -1.0663
14 H -0.5895 -1.0104 -2.8387
15 H 0.7320 0.1149 5.2182
16 C -0.4167 0.5952 -0.7630
17 H -0.0841 1.6405 -0.7771
18 H 0.4902 -2.3913 3.4527
19 H -2.1664 -0.4915 -3.4494
20 H -2.2617 1.0700 -1.6144
21 C -1.2660 -0.1513 -2.9262
22 O 2.0371 -0.0995 3.6408
23 H -0.8320 -1.4533 4.1736
24 O 0.1361 -0.5592 2.5534



# 4
The following is a DFT calculation (ωB97M-V/def2-TZVPD) of one molecule with the formula C5H12FP.

As for the charge: 0. Its molar mass is 122.1 g mol⁻¹. Its lowest unoccupied orbital energy is 0.85 eV. The largest force on an atom is 3.622 eV Å⁻¹. Its SMILES is CC(C)=P(C)(C)F. As for the HOMO energy: -7.57 eV. The calculation puts the total energy at -638.875394 Eh.

Geometry (Å):
1 H 0.9084 -0.5392 1.9057
2 H -1.5334 2.0334 1.4121
3 P -0.0750 0.7147 0.2502
4 H -2.2924 1.7437 -0.3167
5 H -2.3893 0.5405 1.0481
6 C 0.1224 -0.7112 -0.5878
7 C 1.4054 -1.4902 -0.5695
8 F 0.6720 2.2617 -0.0113
9 H 2.2581 -0.9219 -1.0818
10 H 0.0410 0.8358 2.6225
11 C -1.7180 1.3284 0.5956
12 H -0.3221 -1.6636 -2.4643
13 H 1.9253 -1.4344 0.3718
14 H 1.7258 1.0493 1.8207
15 H 1.3711 -2.5577 -0.7151
16 C -0.7125 -0.8192 -1.8728
17 H -0.3871 0.0223 -2.6084
18 H -1.7859 -0.8687 -1.6902
19 C 0.7862 0.4763 1.8913



# 5
The following is a DFT calculation (ωB97M-V/def2-TZVPD) of an isolated ion of composition C5H12IN2 and charge +1.

As for the charge: +1. Its molar mass is 227.1 g mol⁻¹. Its lowest unoccupied orbital energy (alpha / beta) is -4.15 / -4.39 eV. The largest force on an atom is 4.232 eV Å⁻¹. As for the HOMO energy (alpha / beta): -11.61 / -12.18 eV. The calculation puts the total energy at -604.490754 Eh.

Geometry (Å):
1 H 1.0126 1.5881 1.9490
2 C 0.1055 1.2525 0.2151
3 H 2.1343 -3.5916 0.6356
4 C 1.9838 -1.3741 0.7968
5 N -0.9309 1.0447 -0.4985
6 H 1.9597 -2.5858 -1.0221
7 C -2.2320 1.3489 0.0162
8 C 1.7256 -2.6732 0.1388
9 I 2.3694 0.4671 0.0404
10 H -2.9352 1.5628 -0.7658
11 H -2.2003 2.2396 0.5680
12 N 0.1003 1.6546 1.5319
13 H 2.5939 -1.4472 1.7663
14 H 0.6778 -2.7004 0.3391
15 H -1.7241 0.5103 -2.5192
16 H -2.6753 0.4894 0.4910
17 H 0.1155 0.8863 -2.2018
18 H -0.7587 1.6355 2.0680
19 C -0.7204 0.3741 -1.8344
20 H -0.6016 -0.6814 -1.7141



# 6
The following is a DFT calculation (ωB97M-V/def2-TZVPD) of a 2-piece molecular cluster, C5H12IP overall.

As for the charge: 0. Its molar mass is 230.0 g mol⁻¹. Its lowest unoccupied orbital energy is 0.00 eV. The largest force on an atom is 5.516 eV Å⁻¹. Its SMILES is C=CCC.CPI. As for the HOMO energy: -9.04 eV. The calculation puts the total energy at -836.681068 Eh.

Geometry (Å):
1 H 2.0120 -1.6810 -0.3291
2 H -0.5628 -2.6389 -2.4167
3 H -0.5573 -0.3239 0.6449
4 P -3.2010 1.9314 -0.2753
5 H -4.2670 1.8830 -1.2681
6 H -3.5413 3.3425 1.6934
7 C -4.1997 3.0099 0.8939
8 H 0.3296 -2.8348 0.5214
9 I -3.5955 -0.4845 0.3100
10 H 1.7618 -0.7631 1.2935
11 H -5.2120 2.7560 1.2282
12 C 0.1393 -0.8512 -0.0738
13 C 1.6357 -0.7811 0.2052
14 H -4.5563 3.8413 0.2108
15 H -0.0337 -0.3261 -1.0528
16 H 2.1564 0.1388 -0.1822
17 C -0.1456 -2.3196 -0.3925
18 C -0.4928 -3.0141 -1.4229
19 H -0.4026 -4.0458 -1.2172